The following is a DFT calculation (ωB97M-V/def2-TZVPD) of 2 unconnected molecules or ions with the total composition C3H9NO in a non-equilibrium geometry.

Geometry (Å):
C -3.37 -0.91 0.96
N -3.99 0.21 1.07
H -3.78 -1.92 0.80
H -2.35 -0.80 1.31
H -4.04 0.44 2.06
H 3.42 1.23 -1.70
C 1.60 0.76 -1.05
O 2.59 1.67 -1.50
C 1.89 -0.34 0.01
H 1.38 0.09 -1.91
H 0.86 1.45 -0.69
H 2.50 -1.08 -0.51
H 0.92 -0.81 0.22
H 2.38 0.01 0.94

* calculated total energy: -249.55551 a.u.
* charge: 0
* orbital gap: 8.59 eV